Entry 1:
{"formula": "C11H14N2O", "method": "ωB97M-V with the def2-TZVPD basis set", "species": ["C", "C", "C", "C", "C", "O", "C", "C", "H", "H", "H", "H", "H", "H", "H", "H", "C", "C", "C", "N", "C", "N", "H", "H", "H", "H", "H", "H"], "xyz": [[0.243, -3.901, 1.437], [0.842, -2.725, 0.923], [0.112, -1.901, 0.211], [0.770, -0.776, -0.320], [2.097, -0.456, 0.052], [2.618, 0.738, -0.399], [2.818, -1.360, 0.741], [2.220, -2.530, 1.129], [-0.378, -4.241, 0.615], [-0.408, -3.634, 2.339], [0.630, -4.858, 1.893], [-0.937, -1.973, -0.144], [0.314, -0.139, -1.002], [3.436, 0.983, 0.034], [3.851, -1.345, 0.766], [2.890, -3.286, 1.508], [-3.482, 1.951, -0.061], [-2.162, 2.463, -0.640], [-1.051, 1.835, -1.182], [-0.130, 2.905, -1.474], [-0.733, 4.193, -1.173], [-1.851, 3.799, -0.538], [-3.188, 1.208, 0.700], [-3.993, 1.380, -0.819], [-4.227, 2.845, 0.257], [-0.845, 0.872, -1.815], [0.820, 2.741, -1.733], [-0.276, 5.212, -1.306]], "mulliken_charge": [-1.43, 1.01, -0.50, -0.31, 0.21, -0.50, -0.48, -0.75, 0.28, 0.25, 0.34, 0.34, 0.35, 0.31, 0.41, 0.37, -0.95, 0.56, -0.46, -0.05, -0.14, -0.65, 0.24, 0.33, 0.26, 0.42, 0.22, 0.33], "charge": 0, "de_lowest_kj_mol": 391.52, "homo_ha": -0.3062, "smiles": "Cc1ccc(O)cc1.Cc1c[nH]cn1"}

***

Entry 2:
{"formula": "CH3O3PS", "method": "ωB97M-V with the def2-TZVPD basis set", "species": ["C", "O", "O", "O", "P", "S", "H", "H", "H"], "xyz": [[-0.063, -0.158, 0.228], [-1.046, 0.268, -0.673], [0.426, 0.751, 1.109], [0.972, -0.890, -0.331], [-1.345, -1.600, 1.541], [-3.207, -1.073, 1.353], [-1.488, 1.028, -0.353], [1.432, 0.761, 1.029], [0.519, -1.521, -0.827]], "mulliken_charge": [0.42, -0.44, -0.49, -0.49, 0.25, -0.23, 0.30, 0.33, 0.34], "charge": 0, "de_lowest_kj_mol": 220.24, "homo_ha": -0.2850}

***

Entry 3:
{"formula": "C31H36BrGeN2O6PRe", "method": "ωB97M-V with the def2-TZVPD basis set", "species": ["Re", "C", "C", "C", "C", "C", "Br", "N", "C", "H", "H", "H", "H", "H", "H", "O", "N", "O", "O", "C", "C", "O", "P", "O", "C", "C", "O", "C", "C", "H", "H", "H", "H", "H", "H", "H", "H", "H", "H", "H", "H", "H", "H", "H", "C", "Ge", "C", "C", "C", "C", "C", "C", "C", "C", "C", "C", "C", "C", "C", "C", "C", "C", "C", "C", "H", "H", "H", "H", "H", "H", "H", "H", "H", "H", "H", "H", "H", "H", "H"], "xyz": [[0.518, -0.060, 0.755], [3.085, 1.964, 5.269], [2.045, 1.069, 4.668], [1.246, 0.235, 5.463], [0.288, -0.607, 4.906], [0.144, -0.592, 3.547], [-1.116, -1.685, 2.660], [0.902, 0.201, 2.736], [1.846, 1.017, 3.308], [2.732, 2.387, 6.208], [3.352, 2.773, 4.592], [3.989, 1.391, 5.484], [1.374, 0.242, 6.540], [-0.324, -1.254, 5.519], [2.433, 1.617, 2.622], [0.193, -2.776, -1.759], [0.267, -1.899, -1.013], [1.135, -1.823, -0.015], [-0.445, -0.820, -0.996], [-2.355, 2.871, -3.213], [-1.240, 2.079, -2.599], [-1.729, 1.544, -1.272], [-1.109, 1.674, 0.109], [-0.556, 3.112, 0.250], [-0.030, 3.714, 1.492], [-0.407, 5.170, 1.506], [-2.142, 1.316, 1.203], [-3.507, 1.964, 1.311], [-4.155, 1.455, 2.563], [-2.027, 3.207, -4.198], [-2.593, 3.752, -2.618], [-3.248, 2.263, -3.346], [-0.352, 2.674, -2.397], [-0.987, 1.183, -3.158], [1.051, 3.566, 1.468], [-0.458, 3.176, 2.341], [-0.010, 5.686, 0.633], [0.009, 5.636, 2.400], [-1.488, 5.300, 1.527], [-4.038, 1.675, 0.407], [-3.338, 3.040, 1.322], [-4.285, 0.375, 2.529], [-5.145, 1.907, 2.642], [-3.588, 1.736, 3.450], [1.767, 0.915, 0.114], [3.306, 2.086, -0.756], [4.437, 0.718, -1.484], [4.097, -0.631, -1.551], [4.971, -1.547, -2.120], [6.188, -1.118, -2.626], [6.535, 0.224, -2.563], [5.665, 1.141, -1.991], [4.044, 2.896, 0.834], [4.947, 2.111, 1.560], [5.605, 2.638, 2.663], [5.364, 3.950, 3.051], [4.467, 4.737, 2.340], [3.812, 4.215, 1.232], [2.313, 3.094, -2.062], [1.715, 4.333, -1.814], [1.094, 5.029, -2.839], [1.061, 4.493, -4.122], [1.646, 3.260, -4.380], [2.274, 2.564, -3.355], [3.151, -0.988, -1.157], [4.706, -2.595, -2.168], [6.867, -1.833, -3.070], [7.485, 0.559, -2.958], [5.955, 2.186, -1.946], [5.177, 1.101, 1.236], [6.329, 2.037, 3.198], [5.897, 4.371, 3.895], [4.304, 5.767, 2.627], [3.160, 4.863, 0.659], [1.749, 4.778, -0.826], [0.658, 6.001, -2.648], [0.596, 5.048, -4.926], [1.638, 2.854, -5.383], [2.761, 1.620, -3.575]], "mulliken_charge": [0.75, -1.40, 0.26, -0.34, -0.74, 0.37, -0.02, 0.24, 0.50, 0.50, 0.17, 0.35, 0.55, 0.52, 0.12, -0.40, 0.94, -0.52, -0.57, -1.42, 1.07, -0.20, -0.30, 0.23, 0.37, -1.48, -0.11, -0.14, -1.24, 0.44, 0.31, 0.39, -0.72, 0.31, -0.24, 0.52, 0.29, 0.43, 0.37, 0.29, 0.31, 0.32, 0.43, 0.32, 0.09, 2.27, 0.07, -0.21, -0.61, -0.56, -0.74, -0.79, 0.16, -0.28, -0.72, -0.77, -0.79, -0.21, 0.69, 0.19, -0.75, -0.75, -0.78, -0.56, 0.31, 0.46, 0.43, 0.45, 0.42, 0.47, 0.50, 0.48, 0.49, 0.44, -0.13, 0.51, 0.49, 0.47, 0.43], "charge": 3, "de_lowest_kj_mol": 0.00, "homo_ha": -0.5981}

***

Entry 4:
{"formula": "C22H48Br10N4O4", "method": "ωB97M-V with the def2-TZVPD basis set", "species": ["C", "N", "C", "C", "O", "H", "H", "H", "H", "H", "H", "H", "C", "N", "C", "C", "O", "H", "H", "H", "H", "H", "H", "H", "C", "N", "C", "C", "O", "H", "H", "H", "H", "H", "H", "H", "C", "N", "C", "C", "O", "H", "H", "H", "H", "H", "H", "H", "Br", "C", "C", "Br", "H", "H", "H", "H", "Br", "C", "C", "Br", "H", "H", "H", "H", "Br", "C", "C", "Br", "H", "H", "H", "H", "Br", "C", "C", "Br", "H", "H", "H", "H", "Br", "C", "C", "Br", "H", "H", "H", "H"], "xyz": [[1.220, 4.921, -1.966], [1.478, 5.579, -3.213], [2.515, 6.591, -3.167], [0.830, 5.262, -4.354], [1.037, 5.756, -5.443], [0.582, 4.046, -2.084], [0.710, 5.607, -1.278], [2.152, 4.554, -1.531], [2.203, 7.369, -2.463], [3.484, 6.170, -2.902], [2.587, 7.072, -4.141], [0.060, 4.491, -4.185], [-1.195, -3.728, -5.223], [-1.039, -3.654, -3.783], [-0.568, -4.831, -3.109], [-1.297, -2.525, -3.102], [-1.250, -2.425, -1.886], [-1.516, -4.737, -5.492], [-0.228, -3.621, -5.727], [-1.929, -3.025, -5.600], [-0.740, -4.769, -2.039], [-1.080, -5.720, -3.482], [0.504, -4.984, -3.271], [-1.448, -1.647, -3.751], [-4.704, 2.546, -3.198], [-3.419, 3.207, -3.136], [-2.273, 2.389, -2.768], [-3.291, 4.548, -3.273], [-2.240, 5.150, -3.261], [-5.473, 3.237, -3.543], [-5.015, 2.139, -2.235], [-4.658, 1.756, -3.953], [-1.372, 2.864, -3.135], [-2.226, 2.261, -1.681], [-2.412, 1.395, -3.195], [-4.268, 5.051, -3.383], [1.751, -3.022, 4.770], [0.732, -3.153, 5.794], [0.690, -4.393, 6.549], [-0.135, -2.142, 6.052], [-0.935, -2.109, 6.959], [1.381, -2.399, 3.956], [1.971, -3.996, 4.348], [2.678, -2.572, 5.141], [-0.268, -4.444, 7.062], [0.771, -5.232, 5.858], [1.491, -4.442, 7.290], [-0.006, -1.344, 5.294], [0.611, -4.762, 2.067], [-1.258, -4.279, 2.275], [-1.952, -4.432, 0.954], [-3.818, -3.878, 1.184], [-1.343, -3.282, 2.689], [-1.689, -4.975, 2.994], [-2.021, -5.449, 0.591], [-1.526, -3.769, 0.204], [8.386, -3.660, 0.106], [6.608, -2.963, -0.199], [6.005, -2.572, 1.126], [4.284, -1.697, 0.765], [6.011, -3.714, -0.708], [6.652, -2.104, -0.863], [6.594, -1.808, 1.617], [5.789, -3.419, 1.764], [-3.141, -1.167, 4.390], [-4.317, -0.539, 2.970], [-3.517, -0.096, 1.780], [-4.716, 0.681, 0.469], [-4.904, 0.261, 3.405], [-4.971, -1.371, 2.723], [-2.939, -0.896, 1.334], [-2.838, 0.697, 2.089], [2.136, 2.860, 1.280], [1.293, 4.467, 2.018], [2.203, 5.653, 2.082], [3.825, 5.312, 3.091], [0.863, 4.147, 2.961], [0.474, 4.644, 1.323], [1.698, 6.460, 2.610], [2.490, 6.017, 1.101], [-0.052, -1.015, 1.791], [0.813, -0.468, 0.121], [-0.005, 0.638, -0.488], [0.971, 1.295, -2.035], [0.769, -1.334, -0.532], [1.807, -0.224, 0.471], [-0.167, 1.479, 0.176], [-0.954, 0.219, -0.815]], "mulliken_charge": [-0.22, 0.15, -1.01, 0.23, -0.65, -0.43, 0.24, 0.39, 0.33, 0.30, 0.35, 0.24, -0.98, 0.15, -0.73, 0.11, -0.58, 0.31, 0.34, 0.36, 0.05, 0.34, 0.32, 0.32, -0.81, 0.18, -0.32, 0.08, -0.53, 0.34, 0.16, 0.30, -0.10, 0.33, 0.14, 0.26, -0.52, 0.20, -0.96, 0.04, -0.61, -0.10, 0.23, 0.28, 0.32, 0.32, 0.33, 0.42, -0.16, -0.18, -0.29, -0.15, -0.17, 0.51, 0.44, 0.00, -0.16, -0.59, -0.59, -0.07, 0.37, 0.37, 0.38, 0.37, -0.17, -0.65, -0.02, -0.18, 0.47, 0.37, -0.09, 0.34, -0.07, -0.71, -0.50, -0.15, 0.49, 0.31, 0.42, 0.23, -0.11, -0.44, -0.87, -0.19, 0.40, 0.09, 0.48, 0.56], "charge": 0, "de_lowest_kj_mol": 122.81, "homo_ha": -0.3280, "smiles": "CN(C)C=O.CN(C)C=O.CN(C)C=O.CN(C)C=O.BrCCBr.BrCCBr.BrCCBr.BrCCBr.BrCCBr"}

***

Entry 5:
{"formula": "C10H16BrNS", "method": "ωB97M-V with the def2-TZVPD basis set", "species": ["C", "C", "C", "C", "C", "C", "C", "C", "C", "C", "N", "S", "Br", "H", "H", "H", "H", "H", "H", "H", "H", "H", "H", "H", "H", "H", "H", "H", "H"], "xyz": [[-0.174, -1.882, 0.127], [-3.103, 2.273, -0.063], [-3.038, 1.294, -1.213], [-2.244, 1.888, 1.206], [-1.657, 0.713, -1.531], [-0.842, 1.404, 0.839], [3.103, -2.509, 0.468], [-1.032, 0.383, -0.196], [2.617, -3.865, 0.377], [4.530, -2.263, 0.046], [-0.863, -0.866, -0.053], [2.238, -1.413, 1.317], [-1.126, -3.330, 0.968], [-2.636, 3.327, -0.194], [-4.142, 2.450, 0.334], [-3.708, 0.409, -1.077], [-3.488, 1.794, -2.110], [-2.278, 2.749, 2.002], [-2.699, 1.025, 1.872], [-1.840, -0.214, -2.100], [-1.025, 1.361, -2.208], [-0.311, 2.222, 0.417], [-0.232, 1.016, 1.762], [2.839, -4.593, 1.241], [2.983, -4.478, -0.433], [1.523, -3.904, 0.281], [4.806, -1.276, 0.475], [4.658, -2.144, -1.027], [5.241, -3.035, 0.328]], "mulliken_charge": [-0.17, -0.49, -0.60, -0.75, -0.80, -0.51, 0.73, 0.31, -0.88, -1.16, 0.10, -0.25, -0.19, 0.24, 0.28, 0.30, 0.31, 0.32, 0.32, 0.33, 0.32, 0.36, 0.23, 0.25, 0.32, 0.12, 0.33, 0.30, 0.33], "charge": 0, "de_lowest_kj_mol": 38.23, "homo_ha": -0.2666}

***

Entry 6:
{"formula": "C7H3ClNO4", "method": "ωB97M-V with the def2-TZVPD basis set", "species": ["C", "C", "C", "C", "Cl", "C", "N", "O", "O", "C", "O", "C", "O", "H", "H", "H"], "xyz": [[1.953, 0.781, -1.214], [0.829, 0.569, -0.527], [0.775, 0.888, 0.838], [-0.310, 0.537, 1.558], [-0.671, 1.162, 3.101], [-1.144, -0.424, 1.066], [-2.393, -0.345, 1.295], [-3.291, -1.169, 0.798], [-0.542, -1.656, 0.448], [-0.266, -1.520, -0.793], [-0.002, -2.472, -1.489], [-0.262, -0.036, -1.310], [-0.985, 0.363, -2.153], [2.068, 0.483, -2.260], [2.657, 1.384, -0.618], [1.582, 1.454, 1.261]], "mulliken_charge": [-1.08, 1.17, -0.97, 0.64, -0.21, 0.06, -0.30, -0.62, -0.30, 0.62, -0.65, 0.30, -0.54, 0.33, 0.23, 0.31], "charge": -1, "homo_ha": [-0.1531, -0.1531], "smiles": "C=C1C=C(Cl)/C(=N/[O-])OC(=O)C1=O"}

***

Entry 7:
{"formula": "C29H17BrF4I2N2OPRu", "method": "ωB97M-V with the def2-TZVPD basis set", "species": ["Ru", "I", "C", "C", "C", "I", "C", "C", "C", "C", "N", "C", "C", "O", "H", "H", "H", "H", "F", "C", "C", "F", "C", "F", "C", "P", "C", "C", "C", "C", "C", "C", "C", "C", "C", "C", "C", "C", "C", "Br", "C", "F", "H", "H", "H", "H", "H", "H", "H", "H", "H", "H", "C", "C", "N", "H", "H", "H"], "xyz": [[-0.099, -0.322, 0.064], [-0.088, 4.344, -2.300], [0.945, 3.746, -0.674], [1.810, 4.577, -0.015], [2.527, 4.145, 1.127], [3.742, 5.475, 1.991], [2.389, 2.782, 1.657], [3.057, 2.281, 2.775], [2.829, 0.971, 3.161], [1.947, 0.186, 2.431], [1.292, 0.658, 1.357], [1.524, 1.925, 0.997], [0.760, 2.364, -0.175], [-0.023, 1.583, -0.714], [1.951, 5.588, -0.373], [3.742, 2.905, 3.334], [3.327, 0.552, 4.025], [1.755, -0.843, 2.706], [-6.778, -2.086, 1.329], [-5.658, -1.836, 0.698], [-5.596, -1.932, -0.681], [-6.664, -2.273, -1.362], [-4.402, -1.660, -1.335], [-4.399, -1.751, -2.659], [-3.252, -1.294, -0.651], [-1.669, -1.057, -1.515], [-1.346, -2.599, -2.381], [-1.707, -2.840, -3.704], [-1.488, -4.090, -4.267], [-0.940, -5.111, -3.503], [-0.604, -4.887, -2.173], [-0.798, -3.633, -1.617], [-1.970, 0.262, -2.724], [-1.200, 0.350, -3.879], [-1.403, 1.400, -4.797], [-2.355, 2.374, -4.547], [-3.100, 2.311, -3.379], [-2.904, 1.256, -2.465], [-3.366, -1.196, 0.731], [-1.898, -0.643, 1.820], [-4.529, -1.459, 1.413], [-4.598, -1.349, 2.729], [-2.179, -2.070, -4.301], [-1.770, -4.273, -5.295], [-0.787, -6.089, -3.941], [-0.209, -5.695, -1.569], [-0.552, -3.475, -0.571], [-0.429, -0.383, -4.087], [-0.824, 1.420, -5.712], [-2.532, 3.164, -5.265], [-3.864, 3.051, -3.177], [-3.510, 1.229, -1.566], [3.304, -2.839, -1.958], [2.304, -1.979, -1.309], [1.511, -1.328, -0.800], [3.776, -2.289, -2.771], [2.809, -3.722, -2.361], [4.059, -3.139, -1.235]], "mulliken_charge": [0.23, 0.42, -0.60, -0.60, 0.17, 0.47, 0.63, -0.60, -0.93, -0.48, 0.03, 0.32, 0.91, -0.16, 0.43, 0.30, 0.45, 0.56, -0.23, 0.70, 0.21, -0.24, 0.42, -0.34, -0.75, 1.77, 0.83, -0.16, -0.82, -0.56, -0.79, -0.79, 0.75, -0.47, -0.75, -0.73, -0.86, -0.51, 0.00, 0.02, 0.26, -0.29, 0.52, 0.47, 0.45, 0.48, 0.34, 0.59, 0.48, 0.50, 0.47, 0.47, -0.97, 0.37, -0.37, 0.33, 0.29, 0.36], "charge": 3, "de_lowest_kj_mol": 34.95, "homo_ha": -0.6083}

***

Entry 8:
{"formula": "C5H12O2", "method": "ωB97M-V with the def2-TZVPD basis set", "species": ["C", "C", "C", "O", "C", "C", "O", "H", "H", "H", "H", "H", "H", "H", "H", "H", "H", "H", "H"], "xyz": [[2.600, -0.550, 0.566], [1.578, 0.043, -0.400], [0.149, -0.254, 0.051], [-0.053, 0.244, 1.369], [-0.900, 0.287, -0.919], [-2.330, 0.083, -0.431], [-2.622, 0.943, 0.673], [3.625, -0.290, 0.284], [2.412, -0.180, 1.578], [2.523, -1.644, 0.590], [1.730, -0.356, -1.412], [1.703, 1.133, -0.460], [0.029, -1.349, 0.109], [-0.671, 0.984, 1.304], [-0.778, -0.202, -1.894], [-0.740, 1.363, -1.081], [-2.483, -0.968, -0.153], [-3.041, 0.320, -1.230], [-2.729, 0.394, 1.458]], "mulliken_charge": [-1.20, -0.49, 0.17, -0.56, -0.74, -0.47, -0.58, 0.38, 0.27, 0.29, 0.28, 0.29, 0.23, 0.40, 0.41, 0.37, 0.29, 0.32, 0.34], "charge": 0, "de_lowest_kj_mol": 71.10, "homo_ha": -0.3633, "smiles": "CC[C@@H](O)CCO"}

***

Number 1: energy -16658.8547 eV, maximum force 5.65 eV/Å. Number 2: energy -27350.5531 eV, maximum force 3.45 eV/Å. Number 3: energy -185943.8900 eV, maximum force 0.36 eV/Å. Number 4: energy -738169.0377 eV, maximum force 0.95 eV/Å. Number 5: energy -92993.4516 eV, maximum force 3.58 eV/Å. Number 6: energy -29507.3071 eV, maximum force 4.13 eV/Å. Number 7: energy -144333.1794 eV, maximum force 1.20 eV/Å. Number 8: energy -9474.3988 eV, maximum force 0.33 eV/Å.